C5H13N2O as an isolated structure in a non-equilibrium geometry, computed with ωB97M-V with the def2-TZVPD basis set.

Calculated values
**Orbital gap (spin up / spin down)**: 4.1783 / 9.2942 eV
**Lowest unoccupied orbital energy (spin up / spin down)**: 0.7102 / 0.6332 eV
**E_HOMO (spin up / spin down)**: -0.12745 / -0.31829 Ha
**2S+1**: 2
**Relative energy (zero: lowest compared OMol25 entry of this formula, charge and spin)**: 166.5 kJ/mol

```
21
Properties=species:S:1:pos:R:3:forces:R:3
C -1.371588 2.078971 0.166314 -1.6 0.1 0.6
C -1.536657 0.623130 0.614443 2.0 -1.1 1.2
C -1.300489 -0.419616 -0.505717 -1.6 0.1 -1.4
C -0.132047 -1.385899 -0.564861 2.0 0.0 2.1
C 1.213280 -0.747104 -0.521965 -0.4 -0.2 -0.3
N 2.041905 -0.622619 -1.625167 -0.4 0.4 1.3
O 1.649605 -0.159366 0.589424 -1.0 0.3 1.3
N -0.505565 0.393401 1.701578 0.3 1.1 0.9
H -0.659014 2.659765 0.741806 0.8 -0.3 -0.4
H -2.284758 2.611950 0.444907 -0.3 0.0 -0.4
H -1.253459 2.126959 -0.907735 0.3 0.3 0.0
H -2.483411 0.384163 1.083194 -0.4 0.5 -0.2
H -2.214842 -1.037293 -0.532460 0.1 0.2 -0.3
H -1.250983 0.184670 -1.417719 -0.3 -0.3 -0.2
H -0.121167 -1.949121 0.401430 -0.4 -0.1 -0.3
H -0.155727 -2.167121 -1.332681 -0.6 0.4 -0.2
H 2.914286 -0.198465 -1.492975 1.0 0.4 0.1
H 1.793493 -0.979370 -2.481184 -0.4 -0.8 -2.0
H -0.717528 -0.095446 2.555294 -0.9 -1.0 -0.2
H 0.624650 0.030601 1.241949 1.7 -0.3 -1.2
H -0.222606 1.276817 2.109610 0.0 0.4 -0.3
```
Positions in Å, forces in eV/Å.

C44H58FeN4P2S3Si as an isolated structure in a non-equilibrium geometry, computed with ωB97M-V with the def2-TZVPD basis set.

Calculated values
**Orbital gap (spin up / spin down)**: 7.1857 / 7.5268 eV
**Lowest unoccupied orbital energy (spin up / spin down)**: -0.0062 / -0.1844 eV
**E_HOMO (spin up / spin down)**: -0.26430 / -0.28338 Ha
**2S+1**: 5
**Relative energy (zero: lowest compared OMol25 entry of this formula, charge and spin)**: 0.0 kJ/mol

```
113
Properties=species:S:1:pos:R:3:forces:R:3
Fe -0.096608 1.229910 0.907656 -0.1 0.0 0.8
C 5.982326 -2.744156 -3.618844 0.8 0.6 0.7
S 5.338005 -3.945727 -2.454030 0.1 0.4 1.0
C 5.224490 -2.868841 -0.924689 -1.1 -0.2 -1.6
C 4.012345 -1.941876 -1.013403 0.0 0.6 -0.4
C 3.752691 -1.132505 0.284327 -1.8 -2.5 -0.1
N 2.478128 -0.376327 0.222840 -0.6 0.2 -0.2
P 2.279724 1.295656 0.425272 1.6 0.0 -1.3
C 3.581694 1.595673 1.646938 -0.7 0.0 -0.2
C 3.586009 0.804430 2.774562 -0.9 -0.6 -0.1
C 4.508309 0.987608 3.758549 0.2 0.2 -0.2
C 5.473099 1.978449 3.668140 -2.4 -1.0 -1.5
C 5.433797 2.785173 2.550031 1.2 0.3 1.1
C 4.506524 2.592817 1.561497 0.1 1.0 -1.1
C 2.907250 2.075263 -1.151468 -0.2 1.5 -0.5
C 2.190204 3.228654 -1.585165 2.2 -1.0 -0.5
C 2.617570 3.940448 -2.727406 -1.3 0.4 0.8
C 3.683918 3.512913 -3.473804 1.3 0.7 -1.4
C 4.416535 2.403363 -3.065953 0.6 -0.3 -0.7
C 4.051907 1.739925 -1.923384 0.0 -1.0 1.5
P 0.872913 -1.039391 0.388353 0.9 0.3 -0.2
C 1.274240 -2.459831 1.379830 -0.6 -1.2 -1.1
C 1.645749 -3.678631 0.763838 0.1 1.2 1.1
C 2.137381 -4.669532 1.575462 0.2 0.4 -0.1
C 2.228271 -4.479493 2.948103 -1.1 -0.7 1.5
C 1.737257 -3.328624 3.575136 0.3 -0.2 -1.2
C 1.260190 -2.322812 2.738251 0.6 -0.5 0.9
C 0.434293 -1.792572 -1.173187 -1.0 -0.7 0.3
C 1.160603 -1.682731 -2.321759 1.1 0.7 -1.9
C 0.743965 -2.200616 -3.569633 0.1 -0.2 0.3
C -0.477898 -2.866863 -3.599993 -0.4 0.4 0.3
C -1.251276 -3.009032 -2.418244 0.2 0.0 -0.6
C -0.771574 -2.509660 -1.204711 -1.2 -1.0 -0.8
H 6.370032 -3.285252 -4.478884 0.1 0.1 0.0
H 6.798366 -2.169128 -3.092207 -0.7 -0.6 -0.8
H 5.208879 -2.064078 -3.945961 -0.1 0.2 -0.1
H 6.116941 -2.307105 -0.787090 1.0 0.3 0.0
H 5.137770 -3.584474 -0.134362 -0.2 -0.3 0.7
H 3.160203 -2.547277 -1.350060 0.2 0.1 0.7
H 4.099519 -1.199859 -1.833464 0.4 -0.4 0.2
H 4.583437 -0.470938 0.487193 0.1 0.0 0.4
H 3.540720 -1.952079 1.063999 1.1 1.5 -0.5
H 2.824184 0.048906 2.898887 -0.1 -0.2 0.0
H 4.430275 0.349719 4.590448 0.1 -0.6 1.1
H 6.044079 2.062923 4.511988 2.0 0.8 1.6
H 6.157841 3.570885 2.537222 0.2 0.6 -0.5
H 4.461260 3.263851 0.711557 0.2 0.0 0.0
H 1.498416 3.673228 -0.922967 -1.2 0.2 0.3
H 2.065800 4.866228 -2.957824 0.5 -0.5 -0.1
H 4.109657 4.107177 -4.335409 -0.9 -0.7 1.0
H 5.307417 2.036681 -3.641100 -0.9 0.6 0.7
H 4.767601 0.990012 -1.555126 -0.6 0.0 -0.1
H 1.616187 -3.812834 -0.298309 -0.1 0.0 -0.3
H 2.498274 -5.529755 1.065102 0.2 -0.9 0.1
H 2.400259 -5.330421 3.620207 0.6 0.3 -0.5
H 1.742697 -3.195580 4.649849 -0.1 -0.2 -0.1
H 0.882722 -1.436255 3.167360 -0.4 1.0 0.5
H 2.117461 -1.152911 -2.307271 -0.6 0.0 0.0
H 1.387028 -2.113600 -4.493025 -0.8 0.0 1.2
H -0.854725 -3.196697 -4.560408 -0.1 -0.2 0.1
H -2.256910 -3.503472 -2.439060 1.2 0.4 0.0
H -1.426166 -2.822173 -0.369145 0.9 0.9 0.0
C -6.480063 -0.363991 2.909532 0.4 1.0 0.2
C -5.698180 -1.107567 1.925005 1.8 -1.9 -0.5
C -6.188916 -1.458530 0.713941 0.7 -0.4 -0.7
C -5.398781 -2.279626 -0.143579 1.0 -0.1 1.0
N -4.194987 -2.708360 0.231168 -0.9 -0.3 -0.9
C -3.670485 -2.403099 1.441116 -0.3 0.3 -0.6
S -2.160718 -2.866076 1.928268 0.2 -0.1 0.5
N -4.442166 -1.614765 2.239865 -2.3 0.9 -0.4
C -5.821306 -2.708224 -1.511237 -0.8 0.8 -1.5
H -6.272918 0.714814 2.774165 -0.3 -0.4 0.2
H -6.239751 -0.656601 3.918010 0.2 0.0 0.4
H -7.510372 -0.605185 2.727672 -0.6 0.3 0.0
H -7.135139 -1.097619 0.421073 -1.0 0.2 -0.4
H -4.066948 -1.348066 3.105490 0.8 0.3 1.3
H -5.760218 -3.792379 -1.652227 -0.2 0.2 0.3
H -5.070921 -2.326303 -2.221208 0.0 0.0 0.3
H -6.804888 -2.292843 -1.926668 1.2 -0.7 1.1
S 0.232404 0.720793 5.604340 -0.1 0.2 -0.2
C 0.070334 1.121220 4.041967 0.4 -0.7 1.8
N 0.024930 1.326756 2.900351 -0.2 0.4 -1.9
C -1.352420 4.176566 -0.875565 -0.4 0.2 -0.4
Si -1.869134 2.515236 -0.181712 -0.8 -1.1 -0.5
C -3.173777 2.814069 1.232784 0.3 1.2 0.1
C -4.543611 3.216524 0.670999 0.5 1.0 -1.1
C -2.588750 4.013380 2.085013 -0.9 -0.4 -0.1
C -3.438178 1.596672 2.071690 0.9 -0.3 1.3
C -2.575546 1.373153 -1.667454 0.8 0.4 1.1
C -3.136591 0.070878 -0.998010 1.1 0.9 -0.4
C -1.344159 1.152268 -2.648845 -1.1 -0.6 1.5
C -3.718153 1.809445 -2.533797 -1.1 2.0 -0.3
H -2.212339 4.795502 -1.247979 0.9 -0.4 0.3
H -0.647648 3.945896 -1.695820 -0.3 0.4 0.2
H -0.817275 4.687797 -0.067542 0.0 0.2 -0.3
H -4.471303 4.178722 0.101454 -0.2 -0.6 0.4
H -5.342057 3.321929 1.410013 0.1 0.0 0.2
H -4.843205 2.460949 -0.053885 -0.3 -0.1 0.0
H -2.538194 4.865414 1.435231 -0.2 0.6 -0.4
H -1.557417 3.922012 2.435252 -0.2 -0.6 0.3
H -3.264310 4.327229 2.920354 0.5 -0.5 -0.4
H -3.810786 0.758199 1.503079 -0.1 -0.1 -0.2
H -4.158888 1.867452 2.841713 -0.4 0.0 0.1
H -2.566373 1.254654 2.661695 -0.1 0.1 -0.5
H -2.455950 -0.408824 -0.299940 0.0 0.2 0.5
H -3.198926 -0.636297 -1.778433 -0.4 -1.2 -1.1
H -4.147979 0.221979 -0.603416 0.4 0.0 0.2
H -0.546723 0.658010 -2.070179 0.1 0.3 -0.5
H -1.043743 2.129678 -3.050910 0.1 -0.4 0.0
H -1.664029 0.469032 -3.454393 0.3 0.2 0.1
H -4.671802 1.790732 -1.960916 0.4 -0.2 -0.7
H -3.720948 1.125261 -3.378855 -0.6 -0.2 -0.2
H -3.701918 2.855305 -2.973873 0.5 -1.0 0.5
```
Positions in Å, forces in eV/Å.

C32H15F18NO5PPt as an isolated structure, computed with ωB97M-V with the def2-TZVPD basis set.

Calculated values
**Total charge**: -1
**Orbital gap**: 7.0455 eV
**Lowest unoccupied orbital energy**: 1.3857 eV
**E_HOMO**: -0.20799 Ha

```
73
Properties=species:S:1:pos:R:3:forces:R:3
Pt -0.425609 1.252252 -0.864951 -0.5 -0.4 -0.6
O -3.044284 7.728750 -0.926596 0.1 0.0 0.1
C -1.856464 7.440628 -0.696903 0.1 0.0 -0.2
O -0.868691 8.140023 -0.419322 -0.1 0.0 0.1
C -1.541633 5.921117 -0.821154 0.0 0.0 0.1
C -2.467959 5.049758 -1.377444 0.0 0.0 0.0
C -2.174884 3.703769 -1.491807 0.1 0.0 0.0
N -1.013463 3.214665 -1.056425 0.6 0.1 0.1
C -0.104952 4.043035 -0.489688 0.0 -0.2 0.0
C -0.330960 5.393844 -0.372336 -0.1 0.0 -0.1
C 1.169322 3.390321 0.014338 -0.2 0.0 -0.1
O 2.032444 4.027132 0.563757 0.0 -0.1 0.0
O 1.264059 2.085485 -0.216562 -0.2 0.3 0.4
H -3.419225 5.445744 -1.704911 0.0 0.0 0.0
H -2.850460 2.983035 -1.924345 0.0 0.0 0.0
H 0.414928 6.044546 0.061244 0.0 0.0 0.0
F -4.712296 -0.323172 -3.981805 0.0 0.0 0.0
C -3.894064 0.573973 -3.408427 0.0 0.1 0.1
F -3.414219 1.367230 -4.374865 0.0 0.0 0.0
F -4.633007 1.335881 -2.600738 0.0 0.0 0.0
C -2.719925 -0.102319 -2.621004 0.2 -0.1 -0.2
O -2.179076 0.834557 -1.831336 -0.3 0.0 0.4
C -1.697820 -0.640658 -3.680461 0.0 0.0 0.1
F -0.888657 -1.572331 -3.131074 0.0 0.1 0.0
F -0.915742 0.344057 -4.116304 0.0 0.0 0.0
F -2.278055 -1.210652 -4.745027 0.0 0.0 0.0
C -3.317368 -1.296399 -1.809284 0.0 0.0 0.0
F -4.482708 -0.956425 -1.243578 0.0 0.0 0.0
F -3.531949 -2.391523 -2.557236 0.0 0.0 0.0
F -2.490888 -1.645753 -0.816853 -0.1 0.0 0.0
F -0.142982 -7.117660 1.469774 0.0 0.0 0.0
C -1.167056 -6.451496 0.894364 0.0 0.0 0.0
F -2.233399 -6.621498 1.697251 0.0 0.0 0.0
F -1.435222 -7.074956 -0.263916 0.0 0.0 0.0
C -0.837728 -4.998940 0.700900 0.0 0.0 0.1
C -0.425739 -4.528407 -0.537044 0.0 0.0 0.0
C -0.092173 -3.194863 -0.683487 0.1 0.1 0.0
C -0.170841 -2.316232 0.395289 0.1 0.0 0.1
C -0.565707 -2.806408 1.637060 -0.1 0.0 -0.1
C -0.904299 -4.143267 1.788413 0.0 0.0 0.0
P 0.413976 -0.591043 0.159544 0.3 0.1 0.1
C 2.149064 -0.949224 -0.272565 0.0 0.1 -0.1
C 2.733341 -0.265360 -1.334635 0.0 0.0 0.0
C 4.041587 -0.539218 -1.702365 0.0 0.0 0.0
C 4.764366 -1.493890 -1.003731 0.0 0.0 0.0
C 4.191817 -2.182745 0.056187 0.0 0.0 0.0
C 2.882507 -1.912920 0.415231 0.0 0.0 0.0
C 6.169246 -1.802971 -1.438825 0.0 0.0 0.0
F 6.856606 -2.484500 -0.506082 0.0 0.0 0.0
F 6.183961 -2.553134 -2.560516 0.0 0.0 0.0
F 6.867101 -0.687572 -1.712659 0.0 0.0 0.0
C 0.451926 0.061711 1.864860 0.0 0.0 0.0
C -0.776382 0.330565 2.472415 0.0 0.0 0.0
C -0.824093 0.888512 3.736141 0.0 0.0 0.0
C 0.361276 1.202028 4.390424 0.0 0.0 0.0
C 1.582718 0.975327 3.780021 0.0 0.0 0.0
C 1.627751 0.405408 2.514929 0.0 0.0 0.0
C 0.309929 1.755084 5.786177 0.0 0.0 0.0
F -0.767027 2.532064 5.984164 0.0 0.0 0.0
F 0.241520 0.760403 6.701959 0.0 0.0 0.0
F 1.395219 2.482778 6.088710 0.0 0.0 0.0
H -0.372235 -5.197808 -1.384409 0.0 0.0 0.0
H 0.233760 -2.834511 -1.649201 0.0 0.0 0.0
H -0.617141 -2.152503 2.494834 0.0 0.0 0.0
H -1.220273 -4.516216 2.753817 0.0 0.0 0.0
H 2.166527 0.492711 -1.857130 0.0 0.0 0.0
H 4.499551 -0.003716 -2.523441 0.0 0.0 0.0
H 4.764831 -2.924545 0.594669 0.0 0.0 0.0
H 2.430740 -2.458578 1.235227 0.0 0.0 0.0
H -1.699927 0.114182 1.946784 0.0 0.0 0.0
H -1.776455 1.098694 4.203866 0.0 0.0 0.0
H 2.499191 1.259970 4.278233 0.0 0.0 0.0
H 2.583777 0.264168 2.029861 0.0 0.0 0.0
```
Positions in Å, forces in eV/Å.